# 1
The following is a quantum chemistry calculation of an isolated molecule of C9H14N2O, from the OMol25 dataset.

The geometry in XYZ format:
```
26
Properties=species:S:1:pos:R:3
C 0.29281 2.51178 -1.84272
C -0.16084 1.57464 -1.01793
C 1.23993 0.07185 -0.75026
C 0.15566 -0.84501 -0.18958
C -0.88621 0.07226 0.68846
C 1.84115 -0.11527 -2.12837
C 0.74191 -1.94074 0.61654
C -2.23366 -0.46067 1.00963
C -0.28714 0.56265 2.06586
N 0.65205 3.13887 -2.74592
N -1.10322 1.38771 -0.15487
O -2.07082 2.18829 0.14155
H 1.85417 0.53813 -0.05187
H -0.38046 -1.27851 -0.97663
H 2.29066 0.84975 -2.61729
H 1.26125 -0.68344 -2.81072
H 2.66613 -0.89416 -2.01892
H 0.80557 -2.87321 0.10217
H -0.02953 -2.09449 1.41011
H 1.65964 -1.65524 1.08494
H -2.48781 -1.43242 0.45943
H -2.89290 0.30209 0.57402
H -2.43206 -0.65648 2.01932
H -1.09921 1.08277 2.67925
H 0.58603 1.11650 1.85628
H 0.01688 -0.46766 2.59752
```

Values from the calculation:
E_HOMO (spin up / spin down) = -0.3293 / -0.3292 Ha
frontier orbital gap (spin up / spin down) = 0.3310 / 0.3309 Eh

# 2
The following is a quantum chemistry calculation of a structure of composition C2H8N2O2, from the OMol25 dataset.

The geometry in XYZ format:
```
14
Properties=species:S:1:pos:R:3
C -0.43996 -0.31880 0.75053
C 0.19411 0.92099 -1.32716
N 1.76626 1.11206 0.21118
N -0.25355 -1.62566 0.20316
O 1.46174 0.76992 -1.10124
O -1.71047 0.31705 0.52533
H -2.36645 -0.06083 1.12586
H -0.29664 -0.40979 1.83696
H 2.67430 0.66164 0.34416
H 0.68506 0.43424 0.65975
H -0.42231 -1.66750 -0.79196
H -0.79049 -2.35047 0.66898
H -0.35994 1.70893 -0.83676
H -0.14166 0.50822 -2.26879
```

Values from the calculation:
E_HOMO (spin up / spin down) = -0.3084 / -0.3084 Ha
frontier orbital gap (spin up / spin down) = 0.3164 / 0.3164 Eh

# 3
The following is a quantum chemistry calculation of a cluster of 2 separate species, C5H8O2 in total, from the OMol25 dataset.

The geometry in XYZ format:
```
15
Properties=species:S:1:pos:R:3
O 0.45786 -0.75396 2.01156
C -0.20475 -0.55580 1.00125
C -1.24510 0.52089 0.60523
C -1.78180 -0.51838 -0.37174
O -0.76236 -0.79453 -1.30993
C -0.73908 -1.51378 -0.06356
H -1.89099 0.72780 1.46232
H -0.89536 1.45974 0.17064
H -2.79637 -0.72319 -0.69169
H -0.72575 -2.59583 -0.12202
C 2.16350 0.98130 -0.57904
H 1.74728 1.92374 -0.96377
H 2.23969 1.06967 0.51597
H 3.07402 0.61595 -1.01086
H 1.35923 0.15640 -0.65436
```

Values from the calculation:
E_HOMO = -0.3599 Ha
SMILES = O=C1C[C@H]2O[C@@H]12.C
frontier orbital gap = 0.3922 Eh

# 4
The following is a quantum chemistry calculation of an isolated molecule of CH5P3, from the OMol25 dataset.

The geometry in XYZ format:
```
9
Properties=species:S:1:pos:R:3
C -1.06467 -1.36871 -0.96577
P 0.52299 0.21763 -1.23156
P 0.38253 0.80337 0.72011
P 1.84966 2.38138 0.62578
H -1.63151 -1.54370 -1.82658
H -0.44087 -2.15552 -1.02527
H -1.60290 -1.23519 -0.10063
H 2.95571 2.01687 1.31072
H 2.37630 1.79982 -0.51773
```

Values from the calculation:
E_HOMO = -0.3218 Ha
frontier orbital gap = 0.2881 Eh

# 5
The following is a quantum chemistry calculation of an isolated molecule of C4H10N4O2, from the OMol25 dataset.

The geometry in XYZ format:
```
20
Properties=species:S:1:pos:R:3
C -0.17276 -0.51295 0.19586
C 1.40118 -2.20177 -0.24189
C -0.03334 1.78415 0.94030
C 1.42637 0.95441 -0.82151
N 0.07615 -1.71008 -0.09261
N -1.84209 -0.41164 0.66017
N 0.48970 0.64805 0.17874
N -2.83324 0.01239 -0.20605
O -2.50915 0.86060 -0.99639
O -3.92410 -0.47103 0.01199
H 1.78072 -2.07904 -1.35000
H 1.41332 -3.25726 -0.12583
H 2.02729 -1.93733 0.61857
H -0.49724 1.38389 1.82493
H 0.72050 2.64207 1.26762
H -0.75523 2.35712 0.37737
H 2.58177 1.15652 -0.37678
H 1.58513 0.25500 -1.63866
H 1.19466 1.96312 -1.25531
H -2.12966 -1.43624 1.02949
```

Values from the calculation:
E_HOMO (spin up / spin down) = -0.1529 / -0.3303 Ha
spin multiplicity = 3
frontier orbital gap (spin up / spin down) = 0.1674 / 0.1824 Eh

# 6
The following is a quantum chemistry calculation of an isolated molecule of C3H3ClS2, from the OMol25 dataset.

The geometry in XYZ format:
```
9
Properties=species:S:1:pos:R:3
C 0.37314 1.42490 0.77209
C 1.46774 1.11763 0.18269
C -0.87693 -0.93295 -0.49291
S -1.16366 0.39826 0.69419
S -0.13054 -2.36880 0.40922
Cl 2.56147 0.10169 -0.52925
H -0.08405 2.30928 1.19236
H -1.77243 -1.36117 -0.91258
H -0.37474 -0.68885 -1.31580
```

Values from the calculation:
E_HOMO (spin up / spin down) = -0.3203 / -0.3077 Ha
frontier orbital gap (spin up / spin down) = 0.2911 / 0.2338 Eh

# 7
The following is a quantum chemistry calculation of an isolated molecule of C5H3F, from the OMol25 dataset.

The geometry in XYZ format:
```
9
Properties=species:S:1:pos:R:3
C 2.23112 -0.47437 -0.20617
C 1.23498 0.38393 0.03134
C -0.16086 0.89179 0.19893
F -0.48485 1.98489 -0.35157
C -0.96669 -0.14356 -0.14516
C -1.70829 -1.08647 -0.11938
H 3.07704 -1.04972 -0.42949
H -0.33693 1.01606 1.35713
H -2.88551 -1.52254 -0.33562
```

Values from the calculation:
E_HOMO = -0.3622 Ha
SMILES = C#CC(F)C#C
frontier orbital gap = 0.3762 Eh

# 8
The following is a quantum chemistry calculation of an isolated molecule of C5H10O2, from the OMol25 dataset.

The geometry in XYZ format:
```
17
Properties=species:S:1:pos:R:3
C 2.55221 -0.68491 -0.12360
C 1.07678 -0.89582 0.14787
O 0.42513 0.36163 0.06450
C -0.95827 0.28562 0.30846
C -1.49829 1.70839 0.40207
C -1.68591 -0.42755 -0.76666
O -2.73295 -1.02913 -0.66962
H 2.98121 0.00566 0.60941
H 3.08698 -1.63843 -0.06223
H 2.70169 -0.26476 -1.12320
H 0.64999 -1.60370 -0.58387
H 0.92310 -1.33121 1.14979
H -1.17842 -0.26803 1.23769
H -2.57127 1.69406 0.61690
H -0.97639 2.24374 1.19995
H -1.32984 2.24196 -0.53978
H -1.46574 -0.39751 -1.86770
```

Values from the calculation:
E_HOMO = -0.3531 Ha
SMILES = CCO[C@@H](C)C=O
frontier orbital gap = 0.3901 Eh

It is found that the energy above the lowest of the compared OMol25 structures with the same formula, charge and spin values, taken in the order of the records, are 500.8, 640.5, 284.4, 189.5, 166.4, 405.8, 288.8, 185.1 kJ/mol.